A structure of composition C23H15AsN4O10RuS, computed with ωB97M-V/def2-TZVPD.

The energy above the lowest of the compared OMol25 structures with the same formula, charge and spin is 30.4 kcal per mole. Its expectation value of S² is 0.75. The highest occupied orbital energy (alpha / beta) is -5.87 / -5.87 eV. As for the spin multiplicity: 2. As for the charge: -1. Its largest force on an atom is 0.71 eV/A. The frontier orbital gap (alpha / beta) is 0.2709 / 0.2710 hartree. The calculated total energy is -124789.8409 eV.

Each line ends with the Mulliken charge.
Positions of all 55 atoms, in Å:
Ru  0.493  0.697  0.361  0.979
O  -1.630  2.286  3.336  -0.718
C  -0.843  1.729  2.603  0.375
O  -1.121  1.206  1.438  -0.469
C  0.576  1.457  3.052  0.409
C  1.053  1.889  4.267  -0.710
C  2.348  1.537  4.629  -0.268
C  3.080  0.724  3.792  -0.777
C  2.528  0.273  2.594  0.652
N  1.313  0.691  2.224  0.250
C  3.260  -0.805  1.762  0.062
O  4.496  -0.739  1.767  -0.754
O  2.482  -1.627  1.244  -0.622
H  0.401  2.490  4.884  0.522
H  2.771  1.885  5.563  0.409
H  4.087  0.399  4.010  0.512
O  4.511  0.628  -1.781  -0.682
As  3.208  1.485  -0.961  1.252
O  3.732  2.238  0.374  -0.736
O  1.973  0.325  -0.869  -0.631
C  2.608  2.609  -2.431  -0.413
C  3.519  2.914  -3.432  -0.582
C  3.148  3.711  -4.509  -0.484
C  1.860  4.213  -4.593  -0.561
C  0.938  3.920  -3.596  -0.613
C  1.308  3.121  -2.528  0.366
S  0.070  2.822  -1.276  1.530
O  -0.916  3.846  -1.405  -0.672
O  -0.455  1.432  -1.430  -0.547
O  0.836  2.800  0.010  -0.607
H  5.014  0.165  -1.094  0.359
H  4.523  2.517  -3.367  0.459
H  3.872  3.941  -5.281  0.378
H  1.570  4.838  -5.427  0.373
H  -0.067  4.318  -3.627  0.477
N  -8.137  -5.365  -0.078  -0.525
C  -7.087  -4.897  -0.061  0.075
C  -5.774  -4.317  -0.039  0.500
C  -4.790  -4.794  -0.901  -0.830
C  -3.527  -4.233  -0.885  -0.548
C  -3.238  -3.202  0.003  0.804
C  -4.216  -2.729  0.873  -0.300
C  -5.483  -3.279  0.845  -0.855
N  -1.949  -2.637  0.019  0.266
C  -0.753  -3.273  -0.278  -0.578
C  0.225  -2.349  -0.131  -1.039
N  -0.361  -1.152  0.232  0.436
C  -1.652  -1.349  0.322  -0.429
H  -5.022  -5.593  -1.590  0.425
H  -2.770  -4.577  -1.576  0.441
H  -3.980  -1.946  1.580  0.529
H  -6.247  -2.916  1.518  0.429
H  -0.710  -4.321  -0.511  0.408
H  1.296  -2.424  -0.206  0.711
H  -2.370  -0.584  0.562  0.562